The following is a quantum chemistry calculation of a cluster of 2 separate species, C3H3NS2 in total at a distorted geometry, from the OMol25 dataset.

```
9
C3H3NS2 | the OMol25 dataset | ωB97M-V/def2-TZVPD
S 0.77712 3.25462 0.30844
S 1.06865 1.59145 -2.23280
N -0.52991 -0.91913 0.44279
C -0.28498 0.06505 -0.21337
C -0.57874 -2.14743 0.79099
C 0.92750 2.51949 -1.01922
H 0.31229 -2.56173 1.23690
H -0.36053 1.07471 0.14285
H -1.33141 -2.87704 0.54344
```

Calculated total energy, a.u.: -967.0282
2S+1: 3
Relative energy (zero: lowest compared OMol25 entry of this formula, charge and spin), eV: 2.537
Orbital gap (alpha / beta), eV: 5.24 / 8.70



The following is a quantum chemistry calculation of a cluster of 2 separate species, C4H11NO in total at a distorted geometry, from the OMol25 dataset.

```
17
C4H11NO | the OMol25 dataset | ωB97M-V/def2-TZVPD
O 0.27638 -0.43200 1.70403
N 1.99703 0.31155 0.50282
C -2.16731 0.63482 -0.49144
C -1.78298 1.58662 -1.64854
C 1.79021 -2.14205 1.13892
C 1.27042 -0.72170 1.16029
H 2.91164 0.23593 0.18392
H -1.63178 -0.32709 -0.60815
H 0.99091 -2.88557 0.92530
H -3.25066 0.61697 -0.50336
H 2.11627 -2.42644 2.12842
H -1.75740 1.19282 0.38911
H -2.38441 2.44740 -1.56754
H -0.73014 1.94241 -1.57507
H 1.59574 1.29009 0.51726
H -1.83094 1.01505 -2.58783
H 2.58705 -2.33879 0.33188
```

Calculated total energy, a.u.: -288.9894
2S+1: 1
Relative energy (zero: lowest compared OMol25 entry of this formula, charge and spin), eV: 0.753
Orbital gap, eV: 10.84
SMILES: CC(N)=O.CC



The following is a quantum chemistry calculation of a cluster of 2 separate species, C13H25FNO6S in total at a distorted geometry, from the OMol25 dataset.

```
47
C13H25FNO6S | the OMol25 dataset | ωB97M-V/def2-TZVPD
S 2.16840 0.53573 -2.33659
F -1.29392 -3.33801 -2.80593
O 1.87287 1.75515 -1.62447
O 0.58307 1.72556 4.92261
O 3.29170 -0.24511 -1.49742
O 2.63928 0.65979 -3.67524
O 1.02790 -0.53194 2.17874
O -0.66309 0.96512 -4.54296
N -2.32626 -0.33968 -3.61486
C -2.82893 -1.53312 -4.31449
C 1.15794 -1.76954 -1.34936
C -2.51377 -0.49291 -2.18448
C 0.50645 0.45205 4.29789
C 0.62677 -0.68228 0.82019
C 2.92512 -0.46997 -0.12490
C -0.95571 -0.06664 -3.93898
C -0.57613 2.49881 4.73695
C 1.70639 -1.38958 0.02906
C 0.74317 -0.56890 -2.17999
C 0.14506 -1.02859 -3.51677
C 0.39186 0.57318 2.78491
C -0.70048 3.52937 5.86110
H -3.57480 -0.53224 -1.95019
H 0.82991 1.51568 2.45342
H -0.66362 0.55286 2.50474
H -0.33268 -1.19771 0.74914
H -2.51942 -1.52005 -5.35271
H -0.60596 4.53100 5.45049
H 0.88686 -0.99313 -4.30849
H 0.50604 0.31611 0.39638
H 3.79304 -0.94654 0.31650
H 2.77295 0.47463 0.38575
H -1.46207 1.85913 4.72400
H 1.98387 -2.31872 0.51749
H -0.38155 -0.03796 4.69897
H -2.50292 -2.45612 -3.82847
H -2.04856 -1.40078 -1.78177
H 1.97762 -2.24618 -1.88547
H -0.16746 -2.07424 -3.33923
H -1.68304 3.47364 6.31557
H -2.11199 0.37498 -1.66154
H 0.35710 -2.50196 -1.29018
H 1.39930 -0.10617 4.54892
H -3.91797 -1.48713 -4.27800
H 0.09074 3.40557 6.58946
H 0.00459 0.04746 -1.68395
H -0.55766 3.02940 3.78414
```

Total charge: -1
Calculated total energy, a.u.: -1514.5832
2S+1: 1
Orbital gap, eV: 7.49



The following is a quantum chemistry calculation of a structure of composition C45H44BiCl4FNO4P2S2, from the OMol25 dataset.

```
104
C45H44BiCl4FNO4P2S2 | the OMol25 dataset | ωB97M-V/def2-TZVPD
Bi 0.06231 -0.22908 1.58056
Cl 3.06408 1.35525 2.94549
Cl 2.33724 2.67761 5.49585
Cl 1.57247 -0.89309 5.65950
Cl 2.37582 -2.46214 3.27406
S -1.80637 -0.28882 -0.22195
S -1.09704 1.93349 2.86446
P -0.47696 3.13791 1.31587
P -1.18360 1.57091 -0.96331
F -2.47715 -5.93105 -1.68602
O 4.42464 -1.25734 -0.47053
O -0.83430 -1.54189 2.99699
O 2.56152 -0.67690 0.65408
O 0.41503 -2.51132 0.38688
N 2.63304 -4.14389 -2.61567
C -0.03543 2.37660 -0.09480
C 2.14888 4.07080 1.15662
C 1.65157 -6.32312 -4.23148
C 1.34993 -4.63148 -2.37446
C 2.46058 -2.49714 -0.85482
C 1.13250 -2.94622 -0.51824
C 2.07143 -2.45780 5.00860
C 2.70994 -5.35160 -4.73758
C -3.00675 4.39185 1.73852
C -2.73349 2.46975 -1.34330
C -0.51945 0.77596 -4.96910
C 3.61217 2.28571 4.31422
C -2.37048 6.57995 0.14786
C -2.09700 -2.10772 3.24029
C -3.62029 6.50737 0.76007
C -1.44956 5.56124 0.33359
C 0.97609 4.09669 1.89990
C -1.21251 -5.49535 -1.88733
C 0.81787 -5.68119 -3.14989
C 0.79605 0.33600 -4.94232
C -0.46248 1.12706 -2.58216
C 0.91915 4.85774 3.06615
C -1.97457 -2.83666 4.57819
C -0.71218 -4.48760 -1.11952
C -2.61264 3.70976 -1.97993
C 3.11877 -3.13524 -1.85727
C 0.86417 0.68611 -2.56102
C -4.97517 4.09155 -1.74492
C 3.22838 -1.37255 -0.16080
C -3.93756 5.41198 1.54796
C 4.39089 -5.84883 -2.89526
C 3.25483 4.80990 1.56825
C 1.48797 0.29266 -3.73433
C -2.44043 -3.11897 2.15235
C -1.14857 1.16998 -3.78961
C -3.72516 4.51261 -2.18564
C 3.52904 -4.79577 -3.58379
C 0.59463 -4.04594 -1.35779
C -3.98772 2.06327 -0.89610
C -3.17619 -1.03351 3.33969
C 3.18911 5.57797 2.72289
C -1.75402 4.46113 1.14332
C 2.01738 5.59943 3.47588
C -0.46938 -6.09945 -2.89501
C -5.10442 2.87045 -1.10118
H -2.91963 -3.30790 4.87056
H 4.17532 -4.00648 -3.96543
H -6.07501 2.54502 -0.74488
H -2.49221 -2.63290 1.17185
H -1.66411 -3.88847 2.11262
H -2.86014 -0.25529 4.03905
H 3.00101 -2.72036 5.49415
H 5.03143 -5.38224 -2.14486
H -1.29295 -4.01337 -0.33823
H -3.40794 -3.59403 2.35179
H 2.17922 3.45062 0.26702
H -3.35590 -0.56016 2.36729
H -4.91314 5.34465 2.01647
H 3.77035 -6.59070 -2.38750
H 4.16933 4.77992 0.98607
H -0.48051 5.60999 -0.15179
H -3.24941 3.53229 2.35350
H -4.34296 7.30198 0.61756
H -2.18105 1.49638 -3.81750
H -1.06161 0.81303 -5.90702
H 4.04986 6.15516 3.04202
H -1.20663 -3.61273 4.50183
H 0.01205 4.85605 3.66141
H 1.28650 0.03837 -5.86239
H 4.12850 -2.80241 -2.07615
H 1.40770 0.68215 -1.62174
H -4.11718 -1.46785 3.69504
H 1.96752 6.18380 4.38724
H 3.38180 -5.84051 -5.44321
H 1.29689 -3.18583 5.21135
H -1.67739 -2.12753 5.35501
H -0.91667 -6.89286 -3.48425
H 1.00544 -6.64633 -5.04822
H -5.84261 4.72564 -1.88855
H 4.36420 1.70231 4.82650
H 2.22557 -4.52193 -5.25829
H 2.51873 -0.04128 -3.70089
H -3.61619 5.47444 -2.67344
H -4.08472 1.11877 -0.37782
H 5.02553 -6.36134 -3.62313
H 4.01160 3.21805 3.93513
H 2.13349 -7.22365 -3.84055
H -1.63205 4.04943 -2.29563
H -2.11859 7.43106 -0.47493
```

Total charge: -1
Calculated total energy, a.u.: -5731.4186
2S+1: 1
Relative energy (zero: lowest compared OMol25 entry of this formula, charge and spin), eV: 0.137
Orbital gap, eV: 6.76



The following is a quantum chemistry calculation of an isolated molecule of C4H9N3O at a distorted geometry, from the OMol25 dataset.

```
17
C4H9N3O | the OMol25 dataset | ωB97M-V/def2-TZVPD
O -2.28361 -1.34611 0.07026
N 1.18243 -1.13802 0.00896
N -0.55269 0.44410 -0.58312
N -0.89326 -1.80872 -0.04795
C -0.35264 1.56063 0.25845
C -0.15179 -0.81454 -0.13478
C 2.33721 -0.18984 -0.10833
C -1.67046 1.17070 -0.04459
H -1.97065 1.89352 -0.84326
H 0.04750 1.27640 1.28111
H 0.11390 2.45348 -0.18470
H 2.02507 0.83074 0.05196
H 2.91595 -0.37172 -0.97545
H 1.29669 -2.02628 0.43038
H -2.60646 -2.16283 -0.37504
H -2.45632 0.81159 0.55594
H 3.01912 -0.58310 0.64017
```

Calculated total energy, a.u.: -397.1728
2S+1: 1
Relative energy (zero: lowest compared OMol25 entry of this formula, charge and spin), eV: 4.839
Orbital gap, eV: 9.04
SMILES: CN/C(=N/O)N1CC1



The following is a quantum chemistry calculation of a cluster of 4 separate species, H8O4 in total at a distorted geometry, from the OMol25 dataset.

```
12
H8O4 | the OMol25 dataset | ωB97M-V/def2-TZVPD
O -2.53892 -2.27427 -3.17278
O -4.14035 3.15102 2.38546
O 7.99125 -4.12772 -2.96149
O -1.15265 3.29180 3.61174
H -0.94979 3.60782 4.50138
H -2.10324 -2.38715 -2.32831
H -3.97954 3.33349 1.45690
H -3.21395 -1.59798 -3.12632
H -2.11592 3.39651 3.61439
H 8.46257 -4.83343 -2.48814
H -4.75619 2.41310 2.41465
H 7.08114 -4.47771 -2.91422
```

Calculated total energy, a.u.: -305.7376
2S+1: 1
Relative energy (zero: lowest compared OMol25 entry of this formula, charge and spin), eV: 1.133
Orbital gap, eV: 11.88
SMILES: O.O.O.O